10 unconnected molecules or ions with the total composition C42H112N8O13 at a distorted geometry, computed with wB97M-V/def2-TZVPD.

```
! RIJCOSX wB97M-V def2-TZVPD def2/J DEFGRID3
* xyz 0 1
O -1.884 3.843 0.595
O 8.838 -4.551 5.313
O 5.744 -2.072 1.543
O -5.598 6.137 -2.651
O 3.470 4.590 -4.912
O -4.012 -2.232 6.184
O 3.051 -3.785 -0.936
O -2.173 -7.567 -1.443
O 4.957 -0.355 5.589
O 4.727 1.847 0.747
O -8.957 0.610 -5.673
O -0.356 -1.115 1.409
O -4.525 -2.082 -3.506
N -3.204 3.353 -2.047
N -5.448 0.528 -4.942
N 8.040 -2.384 3.829
N 3.794 1.457 3.567
N -3.549 6.171 2.817
N -3.531 -7.253 0.929
N 1.887 4.956 -1.493
N -0.851 -2.306 -1.282
C 5.215 2.690 -0.309
C -6.654 0.896 -5.666
C 6.563 -1.128 2.181
C 0.206 -0.560 2.561
C -3.336 -1.832 3.879
C -3.822 -1.384 -4.516
C -3.765 -3.153 -2.974
C 4.005 5.336 -6.011
C -10.131 0.328 -5.055
C -0.999 -7.937 -2.188
C 3.497 2.438 1.283
C -5.510 7.537 -2.566
C 2.448 -5.889 -1.920
C -2.162 7.194 1.141
C 8.031 -1.648 2.611
C -3.009 5.923 1.496
C -4.514 3.998 -2.159
C 4.450 -1.533 1.213
C 9.331 -5.811 4.745
C -3.652 -2.863 5.082
C 2.935 1.497 2.400
C 1.085 3.777 -3.478
C -0.322 -0.966 -1.159
C -7.865 0.426 -4.753
C 7.138 -3.495 3.945
C -2.623 -5.022 1.237
C -1.858 -6.438 -0.619
C -3.080 -6.082 0.204
C 5.603 -1.225 6.484
C 3.156 5.339 -3.660
C 2.651 -4.387 -2.161
C 3.155 0.609 4.610
C -4.367 5.504 -2.230
C 7.450 -4.481 5.102
C -0.807 3.011 0.782
C 2.352 4.323 -2.767
C -5.293 3.442 -0.914
C 0.477 -0.956 0.195
C -4.685 -0.606 -5.499
C 3.880 0.462 5.980
C -2.256 4.505 1.805
C -1.393 0.183 -1.152
H -5.555 0.356 -3.953
H 1.086 -0.893 3.111
H -5.379 2.356 -0.893
H -7.890 1.184 -3.970
H -2.123 -4.200 0.726
H -4.322 5.592 3.114
H 4.771 1.272 3.394
H 9.288 -5.848 3.656
H -2.762 6.089 3.445
H -4.951 3.647 -3.094
H -3.890 -5.741 -0.441
H -2.986 3.919 2.364
H 4.371 1.406 6.218
H 4.491 2.958 -1.079
H -4.108 5.900 -1.248
H 4.907 5.823 -5.640
H 6.195 -1.779 5.756
H 6.183 -0.779 7.292
H -1.415 -5.607 -1.168
H 1.651 -3.985 -2.328
H 0.035 3.567 1.195
H -3.121 -2.414 2.983
H 3.283 5.947 -6.553
H -1.391 4.812 2.392
H -2.548 -1.188 4.272
H -4.873 -1.819 6.086
H -1.023 -6.689 0.034
H 1.106 -0.066 0.220
H 2.522 6.178 -3.944
H 1.933 1.900 2.545
H 4.360 -0.752 0.458
H -3.676 -3.958 -3.705
H 6.962 -4.119 6.007
H 6.073 -3.262 3.928
H -6.286 3.890 -0.899
H -10.384 0.590 -4.027
H -0.428 2.779 -0.214
H 1.583 -6.149 -1.311
H 0.082 0.496 2.800
H -2.703 3.494 -1.181
H -2.272 -0.075 -1.743
H -10.205 -0.757 -5.129
H -3.553 -8.025 0.279
H -6.554 0.433 -6.647
H 3.385 -6.374 -1.646
H 0.480 4.578 -3.903
H -3.489 5.788 -2.810
H -7.830 -0.641 -4.534
H -1.781 -2.246 -0.892
H -6.647 1.939 -5.985
H 4.858 -1.870 6.951
H -0.376 -7.172 -2.652
H 6.072 -0.858 3.116
H -1.013 2.061 1.275
H 10.401 -5.780 4.951
H -3.388 -4.653 1.919
H 3.916 -1.226 2.112
H -4.956 3.894 0.019
H -1.701 7.694 1.992
H 4.321 4.545 -6.690
H -1.400 7.001 0.385
H 3.749 -2.239 0.768
H 8.363 -2.353 1.848
H 2.955 3.442 -2.547
H 6.509 -0.270 1.510
H -3.042 -0.786 -4.043
H -4.195 -0.192 -6.380
H -0.337 -8.657 -1.707
H 8.997 -2.576 4.090
H -10.905 0.790 -5.668
H -2.814 -7.523 1.588
H -4.214 -1.205 3.720
H -2.846 7.891 0.657
H -2.848 -3.585 5.226
H -4.477 -3.456 4.688
H 1.316 5.756 -1.728
H 3.013 -0.352 4.115
H 2.822 0.485 2.011
H 7.261 -3.953 2.964
H -3.138 2.376 -2.295
H -3.256 -2.063 -5.153
H -0.383 -0.966 3.383
H 0.418 3.198 -2.840
H -3.797 5.828 0.749
H -5.250 -1.366 -6.039
H 4.079 5.639 -3.164
H -0.908 1.108 -1.462
H 3.840 -4.246 -0.642
H -0.327 -2.870 -0.628
H -1.799 -5.394 1.847
H -5.094 8.035 -3.442
H -2.750 -2.803 -2.784
H 7.078 -5.495 4.953
H -1.605 0.289 -0.088
H 5.478 3.522 0.344
H 1.094 -1.854 0.181
H 2.495 5.348 -0.789
H 6.090 2.318 -0.842
H 2.679 2.526 0.568
H 2.204 -6.326 -2.889
H 9.013 -6.787 5.112
H 3.298 -4.051 -2.971
H 8.667 -0.766 2.682
H 2.142 0.980 4.762
H -5.265 8.001 -1.611
H 0.417 -0.798 -1.943
H -6.586 7.605 -2.730
H -1.426 -8.446 -3.053
H -4.238 -3.385 -2.020
H 3.517 3.449 1.688
H 1.408 3.180 -4.331
H 3.318 0.025 6.806
*
```

Summary:
HOMO energy in eV: -8.120
ΔE to the lowest compared entry with this formula, charge and spin in eV: 7.4461
Frontier orbital gap in eV: 8.612
SMILES: COC[C@H](C)N.COC[C@H](C)N.COC[C@H](C)N.COC[C@H](C)N.COC[C@H](C)N.COCCNCCOC.COCCNCCOC.COCCNCCOC.CCO.CCO

Löwdin atomic charge list, values in e, 5 entries:
1 O -0.21
2 O -0.18
3 O -0.19
4 O -0.18
5 O -0.24